ORCA calculation (wB97M-V/def2-TZVPD) on a cluster of 2 separate species, C6H9OS in total at a distorted geometry.

The value obtained for the strongest force on any atom is 0.054 hartree/bohr. As for the charge: -1. The calculation puts the energy above the lowest of the compared OMol25 structures with the same formula, charge and spin at 146.4 kJ/mol. Its multiplicity is 1. The LUMO energy (spin up / spin down) comes out at 3.68 / 3.68 eV. The gap between HOMO and LUMO (spin up / spin down) comes out at 0.2504 / 0.2505 hartree.

```
17
Properties=species:S:1:pos:R:3:nbo_charge:R:1
C 2.29424 0.45804 0.89087 -0.58
C 1.01879 0.66298 0.68024 -0.03
C -0.04828 2.33826 1.80214 0.36
C -0.93344 -0.71641 0.60168 -0.61
C -0.59935 1.05888 -1.08221 -0.60
C 0.12311 -0.07228 -0.28956 -0.33
O 0.53454 3.35743 1.54062 -0.62
S -1.37268 1.93647 2.65621 -0.34
H 2.94796 -0.11865 0.23496 0.15
H 2.66537 0.96443 1.74296 0.20
H -1.50570 -0.00911 1.18590 0.25
H -1.76216 -1.36042 0.11666 0.17
H -0.42826 -1.39549 1.25733 0.20
H -0.15298 1.23790 -2.00004 0.19
H -0.49333 1.89567 -0.41805 0.24
H -1.60583 0.73215 -1.15759 0.19
H 0.78274 -0.77289 -0.82167 0.17
```